# 1
{"formula": "C2H3NOS2", "method": "the ωB97M-V functional and the def2-TZVPD basis", "symbols": ["O", "C", "S", "C", "N", "S", "H", "H", "H"], "xyz": [[1.284, -1.720, -1.277], [1.884, -1.279, -0.324], [1.302, -0.062, 0.827], [-0.298, 0.247, 0.125], [-1.035, 1.114, 0.685], [-2.557, 1.379, -0.050], [2.841, -1.654, -0.060], [-0.520, -0.332, -0.781], [-2.902, 2.308, 0.855]], "mulliken_charge": [-0.46, 0.07, -0.09, 0.10, -0.37, -0.12, 0.37, 0.34, 0.17], "lumo_ha": 0.0127, "smiles": "O=CS/C=N/S", "e_above_lowest_kj_mol": 133.0}

---

# 2
{"formula": "C2H3ClF2S", "method": "the ωB97M-V functional and the def2-TZVPD basis", "symbols": ["F", "C", "F", "C", "S", "Cl", "H", "H", "H"], "xyz": [[-1.902, 0.469, -0.337], [-0.988, -0.482, 0.005], [-0.576, -1.057, -1.165], [0.490, 0.398, 0.537], [1.008, 1.494, -0.735], [1.583, -0.940, 0.937], [-1.299, -1.225, 0.814], [0.270, 0.937, 1.429], [1.413, 0.406, -1.485]], "mulliken_charge": [-0.22, 0.28, -0.23, -0.37, -0.14, -0.14, 0.28, 0.37, 0.17], "lumo_ha": 0.0294, "smiles": "FC(F)[C@H](S)Cl", "e_above_lowest_kj_mol": 77.5}

---

# 3
{"formula": "C21H53N4O5Tl", "method": "the ωB97M-V functional and the def2-TZVPD basis", "symbols": ["Tl", "O", "H", "C", "C", "C", "O", "C", "N", "H", "H", "H", "H", "H", "H", "H", "H", "H", "H", "H", "C", "C", "C", "O", "C", "N", "H", "H", "H", "H", "H", "H", "H", "H", "H", "H", "H", "C", "C", "C", "O", "C", "N", "H", "H", "H", "H", "H", "H", "H", "H", "H", "H", "H", "C", "C", "C", "C", "C", "C", "N", "O", "C", "C", "C", "H", "H", "H", "H", "H", "H", "H", "H", "H", "H", "H", "H", "H", "H", "H", "H", "H", "H", "H"], "xyz": [[-1.362, -25.081, 11.717], [-2.680, -25.430, 14.230], [-3.209, -25.803, 14.947], [-1.256, -28.783, 15.816], [-0.071, -28.095, 15.126], [1.035, -29.108, 14.849], [1.403, -29.552, 16.140], [2.444, -30.533, 16.134], [-0.560, -27.437, 13.894], [-2.166, -28.205, 15.630], [-1.105, -28.825, 16.895], [-1.413, -29.819, 15.506], [0.303, -27.324, 15.803], [1.935, -28.741, 14.352], [0.583, -29.875, 14.203], [2.035, -31.424, 15.652], [2.728, -30.699, 17.169], [3.320, -30.167, 15.591], [-0.896, -28.196, 13.286], [-1.473, -27.072, 14.155], [-5.684, -28.375, 11.570], [-4.325, -28.399, 12.259], [-3.375, -29.542, 11.850], [-3.935, -30.740, 12.304], [-4.415, -31.629, 11.284], [-3.670, -27.092, 12.014], [-6.355, -27.618, 11.987], [-6.317, -29.263, 11.545], [-5.556, -28.100, 10.516], [-4.485, -28.412, 13.343], [-2.405, -29.348, 12.301], [-3.296, -29.473, 10.761], [-4.700, -32.521, 11.839], [-3.621, -31.950, 10.609], [-5.274, -31.159, 10.810], [-3.482, -26.605, 12.899], [-4.278, -26.480, 11.476], [-6.591, -24.514, 14.162], [-5.983, -23.565, 15.196], [-6.010, -24.222, 16.571], [-7.367, -24.223, 16.969], [-7.604, -24.690, 18.294], [-4.585, -23.344, 14.785], [-7.598, -24.815, 14.471], [-6.028, -25.450, 14.099], [-6.661, -24.050, 13.178], [-6.512, -22.613, 15.178], [-5.480, -23.638, 17.330], [-5.633, -25.249, 16.469], [-7.623, -25.784, 18.296], [-8.633, -24.394, 18.478], [-6.905, -24.273, 19.019], [-4.023, -24.207, 14.844], [-4.564, -23.163, 13.779], [-4.797, -27.029, 19.260], [-3.303, -26.687, 19.463], [-3.013, -25.566, 18.485], [-1.741, -24.762, 18.796], [-1.775, -24.377, 20.279], [-1.747, -25.587, 21.225], [-2.977, -26.285, 20.846], [-3.508, -27.130, 21.778], [-0.493, -26.460, 21.159], [-1.927, -25.043, 22.652], [-2.448, -27.915, 19.107], [-5.162, -27.853, 19.886], [-4.945, -27.479, 18.280], [-5.463, -26.198, 19.477], [-2.853, -25.955, 17.475], [-3.847, -24.867, 18.398], [-1.620, -23.863, 18.193], [-0.822, -25.329, 18.616], [-2.702, -23.816, 20.430], [-0.965, -23.702, 20.564], [0.267, -26.115, 21.861], [-0.768, -27.422, 21.616], [-0.034, -26.730, 20.213], [-2.927, -24.629, 22.795], [-1.813, -25.878, 23.347], [-1.247, -24.249, 22.949], [-1.396, -27.703, 18.934], [-2.842, -28.436, 18.234], [-2.470, -28.670, 19.898], [-4.390, -26.753, 21.988]], "mulliken_charge": [0.89, -0.87, 0.01, -1.10, 0.30, -0.87, -0.24, -0.77, -0.38, 0.33, 0.19, 0.35, 0.22, 0.48, 0.35, 0.33, 0.22, 0.31, 0.22, 0.08, -1.74, 0.83, -0.44, -0.32, -0.64, -0.43, 0.33, 0.41, 0.45, 0.06, -0.10, 0.42, 0.24, 0.31, 0.26, 0.34, 0.28, -1.27, 0.26, -0.26, -0.44, -0.76, -0.39, 0.41, 0.21, 0.42, 0.42, 0.50, 0.08, 0.28, 0.35, 0.28, 0.18, 0.33, -2.01, 1.90, -0.04, -0.86, -1.36, 1.48, 0.61, -0.34, -1.62, -1.84, -1.99, 0.46, 0.43, 0.50, -0.10, -0.02, 0.54, 0.24, 0.39, 0.56, 0.44, 0.46, 0.26, 0.42, 0.42, 0.44, 0.34, 0.58, 0.41, 0.40], "lumo_ha": -0.4262, "total_charge": 2}

---

# 4
{"formula": "C31H24N4O6RuS", "method": "the ωB97M-V functional and the def2-TZVPD basis", "symbols": ["Ru", "O", "C", "N", "C", "C", "C", "C", "C", "C", "N", "C", "C", "C", "C", "C", "N", "H", "H", "H", "H", "H", "H", "H", "H", "H", "H", "O", "C", "C", "C", "C", "C", "C", "C", "O", "N", "O", "O", "H", "H", "H", "H", "O", "S", "C", "C", "C", "C", "C", "C", "C", "C", "C", "C", "C", "C", "H", "H", "H", "H", "H", "H", "H", "H", "H", "H"], "xyz": [[0.004, -0.452, -0.230], [3.625, -0.773, 1.228], [2.441, -0.790, 1.110], [1.736, -0.002, 0.138], [2.517, 0.819, -0.780], [1.596, 1.338, -1.840], [1.954, 2.275, -2.789], [1.015, 2.667, -3.729], [-0.253, 2.100, -3.706], [-0.541, 1.162, -2.739], [0.367, 0.806, -1.818], [1.507, -1.624, 1.925], [1.941, -2.409, 2.966], [0.994, -3.135, 3.681], [-0.338, -3.041, 3.320], [-0.692, -2.237, 2.245], [0.216, -1.546, 1.558], [3.315, 0.213, -1.220], [3.011, 1.626, -0.234], [2.956, 2.684, -2.795], [1.271, 3.407, -4.475], [-1.011, 2.387, -4.420], [-1.504, 0.675, -2.680], [2.995, -2.433, 3.205], [1.296, -3.763, 4.508], [-1.108, -3.567, 3.867], [-1.722, -2.137, 1.934], [-1.862, -1.269, -0.687], [-2.206, -2.464, -0.678], [-1.304, -3.541, -0.715], [-1.737, -4.844, -0.404], [-0.825, -5.852, -0.387], [0.497, -5.638, -0.798], [0.921, -4.373, -1.127], [0.044, -3.282, -1.035], [0.509, -2.064, -1.272], [-1.224, -7.185, 0.107], [-2.370, -7.305, 0.483], [-0.369, -8.040, 0.126], [-3.279, -2.677, -0.617], [-2.768, -5.045, -0.139], [1.169, -6.485, -0.836], [1.937, -4.173, -1.443], [-1.510, 1.126, 0.212], [-3.039, 0.878, 0.274], [-3.774, 2.476, 0.122], [-4.914, 2.557, -0.664], [-5.597, 3.765, -0.720], [-5.126, 4.857, -0.008], [-3.966, 4.761, 0.759], [-3.271, 3.568, 0.823], [-3.372, 0.538, 1.993], [-4.670, 0.199, 2.350], [-4.948, -0.060, 3.682], [-3.934, 0.007, 4.631], [-2.642, 0.353, 4.258], [-2.348, 0.608, 2.923], [-5.274, 1.694, -1.212], [-6.494, 3.848, -1.319], [-5.659, 5.797, -0.055], [-3.609, 5.615, 1.318], [-2.375, 3.473, 1.423], [-5.457, 0.158, 1.605], [-5.955, -0.323, 3.979], [-4.151, -0.215, 5.667], [-1.864, 0.431, 5.005], [-1.347, 0.880, 2.615]], "mulliken_charge": [0.87, -0.51, -0.28, 0.24, -0.53, 0.34, -0.99, -0.27, -1.07, -0.38, 0.50, 0.45, -0.46, -0.63, -1.22, -0.43, 0.84, 0.46, 0.49, 0.53, 0.44, 0.46, 0.68, 0.59, 0.50, 0.59, 0.79, -0.03, -0.15, 0.56, -0.52, -0.37, -0.50, -0.50, 0.26, -0.63, 1.03, -0.59, -0.58, 0.48, 0.57, 0.55, 0.57, -0.65, 0.21, 0.47, -0.15, -0.73, -0.43, -0.76, -0.42, 0.81, -0.70, -0.67, -0.55, -0.78, -0.26, 0.47, 0.43, 0.43, 0.42, 0.39, 0.46, 0.44, 0.44, 0.49, 0.51], "lumo_ha": [-0.3051, -0.3051], "total_charge": 2, "e_above_lowest_kj_mol": 72.3}

---

# 5
{"formula": "C4H8NO", "method": "the ωB97M-V functional and the def2-TZVPD basis", "symbols": ["C", "C", "C", "C", "N", "O", "H", "H", "H", "H", "H", "H", "H", "H"], "xyz": [[-1.656, 0.542, 2.230], [-1.037, 0.552, 1.222], [0.076, 0.645, -1.535], [0.309, 0.151, -0.078], [0.253, -1.347, 0.026], [1.614, 0.486, 0.307], [-2.377, 0.638, 3.050], [-0.853, -0.002, -1.842], [0.933, 0.337, -2.170], [-0.200, 1.741, -1.635], [0.954, -1.636, -0.746], [0.871, -1.701, 0.810], [-0.666, -1.785, -0.075], [1.779, 1.379, 0.437]], "mulliken_charge": [0.20, -0.89, -1.03, 0.60, -0.39, -0.49, 0.41, 0.35, 0.33, 0.38, 0.41, 0.39, 0.36, 0.35], "lumo_ha": -0.1376, "total_charge": 1, "e_above_lowest_kj_mol": 379.1}

---

# 6
{"formula": "C10H20O2", "method": "the ωB97M-V functional and the def2-TZVPD basis", "symbols": ["O", "C", "C", "C", "C", "C", "H", "H", "H", "H", "H", "H", "H", "H", "H", "H", "O", "C", "C", "C", "C", "C", "H", "H", "H", "H", "H", "H", "H", "H", "H", "H"], "xyz": [[0.970, 0.390, 2.740], [2.033, -0.537, 2.479], [3.163, 0.118, 1.687], [3.845, 1.049, 2.708], [3.555, 0.420, 4.099], [2.692, -0.826, 3.820], [0.618, 0.690, 1.876], [1.634, -1.448, 1.991], [2.797, 0.648, 0.787], [3.860, -0.674, 1.351], [3.403, 2.063, 2.651], [4.930, 1.143, 2.509], [2.995, 1.136, 4.731], [4.486, 0.154, 4.636], [1.941, -1.030, 4.608], [3.323, -1.729, 3.716], [-0.233, 1.652, -0.088], [-0.291, 3.037, -0.461], [-1.480, 3.742, 0.189], [-1.075, 3.866, 1.671], [0.478, 3.868, 1.677], [0.900, 3.712, 0.202], [-1.061, 1.227, -0.395], [-0.281, 3.135, -1.566], [-2.430, 3.195, 0.039], [-1.590, 4.742, -0.273], [-1.455, 2.997, 2.242], [-1.497, 4.781, 2.130], [0.858, 3.016, 2.273], [0.889, 4.797, 2.118], [1.829, 3.126, 0.068], [1.055, 4.701, -0.271]], "mulliken_charge": [-0.59, 0.09, -0.64, -0.40, -0.64, -0.80, 0.24, 0.36, 0.29, 0.33, 0.09, 0.40, 0.24, 0.30, 0.38, 0.30, -0.48, 0.03, -0.78, -0.62, -0.23, -0.71, 0.31, 0.32, 0.38, 0.31, 0.23, 0.31, -0.07, 0.41, 0.29, 0.33], "lumo_ha": 0.0266, "smiles": "OC1CCCC1.OC1CCCC1", "e_above_lowest_kj_mol": 0.0}

---

What did we get for E_tot? Answer: -1004.3369 -1136.0843 -1598.7348 -2358.6527 -286.7981 -543.5038 a.u., in the order shown.